(1)
The following is a quantum chemistry calculation of a single C5H6O2 molecule at a distorted geometry, from the Open Molecules 2025 dataset.

Geometry as XYZ:
```
13
C5H6O2 (ωB97M-V/def2-TZVPD)
O -2.12760 -1.26930 0.02704
C -1.12542 -0.59035 0.08656
C -0.71617 0.14193 1.34026
O 0.50901 0.78966 1.16142
C 0.72938 1.10381 -0.15752
C 1.20948 -0.37965 -0.94273
C -0.24747 -0.21106 -1.03939
H -0.61453 -0.53536 2.17992
H -1.50235 0.88218 1.52685
H 1.32420 2.07013 -0.05072
H 1.62122 -1.01258 -0.17490
H 1.66935 -0.61266 -1.93273
H -0.72908 -0.37675 -2.02405
```

The calculation puts the largest force on an atom at 0.079 Eh/bohr. The structure (SMILES) is O=C1CO[C@H]2C[C@@H]12. The gap between HOMO and LUMO is 9.15 eV. As for the energy above the lowest of the compared OMol25 structures with the same formula, charge and spin: 92.2 kcal/mol.

***

(2)
The following is a quantum chemistry calculation of a molecular structure, C55H41N4O6PdS, from the Open Molecules 2025 dataset.

Geometry as XYZ:
```
108
C55H41N4O6PdS (ωB97M-V/def2-TZVPD)
Pd 1.29023 0.04048 0.10521
C 2.05808 9.62080 2.08439
O 1.03019 8.68579 1.85989
C 1.34796 7.42422 1.52057
C 0.25950 6.60135 1.20319
C 0.45386 5.29678 0.83053
C 1.74240 4.73914 0.79769
C 2.82209 5.56756 1.10436
C 2.63683 6.89088 1.45771
C 1.87402 3.32227 0.47079
C 2.64780 2.46204 1.25660
C 3.54741 2.80829 2.32540
C 4.19409 1.67017 2.68570
C 3.65926 0.59739 1.89280
N 2.72420 1.11299 1.05103
C 4.00725 -0.76906 2.01698
C 3.12276 -1.80779 1.62495
C 3.26603 -3.21394 1.78355
C 2.05784 -3.78183 1.45205
C 1.20615 -2.72591 1.04696
C -0.15040 -2.90952 0.53712
C -1.08857 -3.56365 1.40903
C -0.96494 -3.27025 2.78135
C -1.93209 -3.63513 3.68631
C -3.03688 -4.38272 3.26611
O -4.05067 -4.77373 4.05561
C -4.12835 -4.29147 5.37930
C -3.12770 -4.75885 1.91710
C -2.19025 -4.34138 1.00915
C -0.47646 -2.30599 -0.69787
N 0.11114 -1.13702 -1.08839
C -0.45802 -0.75141 -2.27089
C -0.32282 0.50098 -2.87669
C -0.98908 0.71796 -4.16524
C -1.98697 1.69030 -4.28979
C -2.57153 1.93469 -5.50569
C -2.15036 1.24890 -6.65388
O -2.73648 1.62703 -7.80325
C -2.26885 1.08357 -9.01528
C -1.17778 0.25298 -6.52910
C -0.62822 -0.01869 -5.29211
C 0.30687 1.61299 -2.27297
C 0.37051 2.93381 -2.79952
C 0.89461 3.72896 -1.81604
C 1.19880 2.88348 -0.71385
N 0.84859 1.61161 -1.01796
C -1.39342 -1.75851 -2.67761
C -1.43540 -2.69213 -1.69087
N 1.86727 -1.56207 1.11631
C 5.32333 -1.10909 2.54060
C 5.57033 -2.18665 3.39863
C 6.85626 -2.59757 3.68022
C 7.95136 -1.92085 3.13653
O 9.24025 -2.28284 3.26768
C 9.55435 -3.58772 3.69954
C 7.71526 -0.76587 2.37607
C 6.43270 -0.37429 2.08947
H 1.55332 10.56677 2.26736
H 2.69865 9.71170 1.20392
H 2.66056 9.35868 2.95768
H -0.72399 7.03697 1.26851
H -0.39479 4.67672 0.58225
H 3.82536 5.17627 1.02457
H 3.50399 7.49322 1.67917
H 3.65540 3.78435 2.75232
H 4.92508 1.54862 3.45954
H 4.15540 -3.73257 2.07697
H 1.79757 -4.82071 1.45385
H -0.13337 -2.66167 3.10997
H -1.81906 -3.33495 4.71645
H -5.08264 -4.65479 5.75672
H -4.11171 -3.19738 5.39983
H -3.31394 -4.68318 5.99357
H -3.97150 -5.35840 1.61759
H -2.29406 -4.65129 -0.01557
H -2.31369 2.23471 -3.41746
H -3.35753 2.66376 -5.61064
H -2.87538 1.52905 -9.79976
H -2.38912 -0.00150 -9.03537
H -1.21922 1.34400 -9.18141
H -0.84623 -0.31359 -7.38592
H 0.12543 -0.78741 -5.20660
H 0.08589 3.22193 -3.79136
H 1.07717 4.78438 -1.85369
H -1.98427 -1.73429 -3.57127
H -2.04633 -3.56916 -1.68239
H 4.74251 -2.69108 3.87256
H 7.00076 -3.44148 4.33561
H 10.63833 -3.67547 3.62959
H 9.08480 -4.33491 3.05245
H 9.25004 -3.75966 4.73415
H 8.56444 -0.22983 1.98116
H 6.27418 0.47695 1.44589
O -6.08011 2.93332 -0.41604
C -5.16248 2.09966 -0.92560
O -5.30734 1.59568 -2.00518
C -3.95423 1.84094 -0.08404
C -3.32014 0.60650 -0.23092
C -2.19004 0.31410 0.49416
C -1.62135 1.28477 1.32486
S -0.14558 0.92667 2.16327
C -2.25864 2.51778 1.48766
C -3.42738 2.78100 0.80183
H -5.87633 3.22605 0.48344
H -3.74413 -0.11804 -0.90766
H -1.74563 -0.66976 0.44766
H -1.83402 3.25061 2.15549
H -3.90721 3.74059 0.94048
```

The calculation puts the largest force on an atom at 0.017 Eh/bohr. As for the charge: +1. Its spin multiplicity is 5. The gap between HOMO and LUMO (alpha / beta) is 4.57 / 3.80 eV.

***

(3)
The following is a quantum chemistry calculation of 4 unconnected molecules or ions with the total composition C41H75NO11 at a distorted geometry, from the Open Molecules 2025 dataset.

Geometry as XYZ:
```
128
C41H75NO11 (ωB97M-V/def2-TZVPD)
C -5.80190 -4.53388 -3.86127
C -4.91987 -5.78559 -3.98510
C -3.50298 -5.58805 -3.42781
C -2.94503 -6.79617 -2.66673
C -3.68722 -7.10154 -1.36515
C -3.37836 -6.14079 -0.20841
C -1.89120 -5.81507 -0.01185
C -1.54885 -5.55484 1.45627
C -0.24408 -4.75768 1.65228
C -0.50985 -3.45959 2.41740
C 0.71035 -2.52723 2.52747
C 0.42198 -1.12170 1.96524
C 0.41419 -1.24101 0.42194
C 1.80703 -1.13974 -0.21318
C 2.31020 0.26550 -0.45970
C 1.47330 1.33029 -0.78129
C 1.98005 2.60055 -1.00760
C 3.34353 2.83124 -0.92798
C 4.19334 1.77607 -0.62790
C 3.67832 0.51317 -0.38591
C 1.44852 -0.11287 2.47144
O 2.59429 -0.31427 2.73574
O 0.85547 1.09937 2.66640
C -0.51359 0.99778 2.23390
C -1.43091 2.15477 2.63755
O -0.64753 3.26441 3.04536
C -0.95380 4.47807 2.38534
C -0.89732 -0.45796 2.44674
N -1.30359 -0.90956 3.79407
C -0.49945 -0.40806 4.91285
C -0.83776 0.92335 5.51553
O 0.41947 -1.06286 5.31492
C -2.69163 -0.86268 3.99713
C -3.17810 -1.59399 5.22088
O -3.44401 -0.34203 3.20589
H -6.86169 -4.78611 -3.83702
H -5.63036 -3.85211 -4.69473
H -5.57680 -3.99553 -2.93906
H -4.86701 -6.06493 -5.03781
H -5.42712 -6.60227 -3.46999
H -3.46606 -4.69742 -2.79467
H -2.83590 -5.39256 -4.27110
H -3.02110 -7.66618 -3.32682
H -1.87878 -6.64263 -2.49907
H -4.75787 -7.04767 -1.57565
H -3.49607 -8.13497 -1.06736
H -3.74296 -6.60441 0.71225
H -3.95598 -5.22617 -0.36094
H -1.29452 -6.64876 -0.38565
H -1.64886 -4.92578 -0.60001
H -2.38301 -5.04456 1.94438
H -1.45178 -6.52631 1.94794
H 0.49956 -5.34085 2.19555
H 0.14585 -4.48667 0.66803
H -1.34805 -2.95870 1.92304
H -0.86245 -3.70940 3.41976
H 1.00007 -2.43124 3.56911
H 1.55321 -2.94388 1.97521
H -0.21615 -0.47808 -0.03400
H -0.04361 -2.18992 0.13993
H 1.76745 -1.65172 -1.17999
H 2.53050 -1.69484 0.38418
H 0.40632 1.18112 -0.88018
H 1.32806 3.42722 -1.26003
H 3.74543 3.82091 -1.10039
H 5.26114 1.94613 -0.57612
H 4.35042 -0.29899 -0.13970
H -0.46113 1.08643 1.14569
H -2.09431 1.89493 3.46034
H -2.03887 2.42237 1.77376
H -0.57855 5.28740 3.00909
H -2.03162 4.60969 2.26477
H -0.44777 4.53623 1.41767
H -1.68207 -0.76985 1.76409
H -1.88345 1.20365 5.41107
H -0.22890 1.68129 5.01583
H -0.56489 0.91737 6.56734
H -3.96843 -2.27704 4.91734
H -2.37611 -2.18834 5.65643
H -3.54366 -0.89324 5.96957
C -4.99267 -0.91994 -2.17867
O -4.18476 -1.34437 -1.09754
C -4.54000 -0.75547 0.14767
C -5.35633 -1.70415 0.99723
O -6.62286 -1.97287 0.41283
C -6.68305 -3.21761 -0.25566
H -4.77739 -1.57264 -3.02354
H -6.05637 -0.98807 -1.93818
H -4.75471 0.11185 -2.46106
H -5.08389 0.18147 -0.00820
H -3.61225 -0.52449 0.67633
H -5.53071 -1.24444 1.97198
H -4.80081 -2.63518 1.15705
H -6.70134 -4.04558 0.46250
H -5.83756 -3.35159 -0.93544
H -7.60647 -3.23575 -0.83259
C 2.57760 8.95094 -1.38336
O 2.45963 8.40658 -2.68478
C 2.58344 6.99507 -2.72303
C 1.23871 6.31230 -2.82844
O 0.45251 6.50506 -1.66271
C -0.54819 7.49495 -1.81047
H 2.26692 9.99286 -1.43704
H 1.94143 8.42556 -0.66693
H 3.61615 8.91003 -1.03773
H 3.12030 6.63150 -1.84076
H 3.17564 6.74254 -3.60796
H 1.39888 5.23464 -2.93740
H 0.70531 6.66389 -3.71695
H -1.36289 7.13297 -2.44716
H -0.14322 8.41678 -2.23452
H -0.94633 7.70621 -0.81926
C 9.74802 4.40728 -3.25370
O 10.52754 3.73203 -2.28480
C 10.16208 4.03581 -0.94897
C 9.30872 2.94923 -0.33483
O 8.04684 2.84323 -0.97290
C 7.96126 1.76854 -1.88989
H 9.96634 3.95549 -4.21978
H 8.67876 4.31189 -3.04942
H 10.01222 5.46971 -3.29374
H 9.63713 4.99524 -0.90268
H 11.08599 4.12704 -0.36968
H 9.12537 3.19549 0.71552
H 9.83891 1.99243 -0.36984
H 7.90583 0.81230 -1.35758
H 8.81019 1.74826 -2.57730
H 7.04492 1.90193 -2.46316
```

The calculation puts the largest force on an atom at 0.027 Eh/bohr. The structure (SMILES) is CCCCCCCCCCC[C@]1(CCc2ccccc2)C(=O)O[C@H](COC)[C@@H]1N(C(C)=O)C(C)=O.COCCOC.COCCOC.COCCOC. The gap between HOMO and LUMO is 9.46 eV.

***

(4)
The following is a quantum chemistry calculation of 2 unconnected molecules or ions with the total composition C5H10N at a distorted geometry, from the Open Molecules 2025 dataset.

Geometry as XYZ:
```
16
C5H10N (ωB97M-V/def2-TZVPD)
C 0.97847 -0.96063 -1.91751
C 1.74086 -1.17833 -0.62778
C 1.66353 0.08030 -1.55128
C -0.70110 1.49823 1.00219
C -1.79104 -0.56991 1.03057
N -0.86412 0.12470 0.55459
H 0.35404 -1.44005 -2.60330
H 1.11828 -1.22043 0.38129
H 2.21232 1.02740 -1.62943
H -1.73103 1.96267 0.91609
H -0.27738 1.63744 1.95183
H -0.12030 2.00825 0.33695
H 2.66387 -1.67888 -0.58300
H -2.02254 -1.50159 0.47492
H -2.41865 -0.44679 1.88188
H -0.11491 -0.23654 -0.18598
```

The calculation puts the largest force on an atom at 0.077 Eh/bohr. As for the charge: +1. The gap between HOMO and LUMO is 8.88 eV. As for the energy above the lowest of the compared OMol25 structures with the same formula, charge and spin: 97.2 kcal/mol.

***

(5)
The following is a quantum chemistry calculation of a molecular structure, C3H6N2OS at a distorted geometry, from the Open Molecules 2025 dataset.

Geometry as XYZ:
```
13
C3H6N2OS (ωB97M-V/def2-TZVPD)
C -1.84248 -0.17328 -0.40023
C -0.43439 0.00078 -0.86149
C 1.24416 1.11970 0.19002
H -2.62682 -0.26206 1.65561
H -1.41160 1.01892 1.15866
H -2.43122 0.67838 -0.95047
H -2.25700 -1.24075 -0.73582
H -0.27209 -0.23941 -1.95495
H 1.78805 1.99526 0.39362
N -1.83659 -0.01574 1.06033
N 1.82482 0.02835 0.54944
O 0.02284 1.30568 -0.45833
S 0.83167 -1.13544 -0.04614
```

The calculation puts the largest force on an atom at 0.073 Eh/bohr. The gap between HOMO and LUMO is 8.94 eV. As for the energy above the lowest of the compared OMol25 structures with the same formula, charge and spin: 71.7 kcal/mol.

***

Record order is preserved below.
Calculated total energy: -9373.097; -90252.331; -67742.516; -6825.989; -19069.057 eV